{"formula": "C3H5O3P", "method": "ωB97M-V/def2-TZVPD", "largest_force_ha_per_bohr": 0.092, "gap_ev": [7.075, 7.173], "charge": 0, "homo_energy_ev": [-7.042, -9.853], "multiplicity": 3, "lumo_ev": [0.03, -2.68], "s_squared": 2.01, "symbols": ["C", "C", "C", "O", "O", "O", "P", "H", "H", "H", "H", "H"], "coordinates": [[1.3789, 0.5674, -0.9680], [0.0030, 0.4103, 1.9837], [-0.7875, -1.1229, -0.5519], [1.4755, 1.4574, -1.8031], [-0.5568, 1.1801, 2.6334], [-1.1897, 1.6738, -0.4688], [-0.3318, 0.5431, -0.0131], [2.0187, -0.2486, -0.7297], [0.5752, -0.4282, 2.2385], [-1.7328, -1.3629, -0.1600], [-0.8218, -0.8694, -1.6085], [-0.0309, -1.8002, -0.5524]], "lowdin_charge": [-0.354, -0.269, -0.174, 0.047, 0.085, -0.330, 0.733, 0.073, 0.068, 0.043, 0.064, 0.014]}

---

{"formula": "C3H10N2O", "method": "ωB97M-V/def2-TZVPD", "largest_force_ha_per_bohr": 0.018, "gap_ev": 8.537, "charge": 0, "homo_energy_ev": -7.694, "smiles": "C/C(N)=C/N.O", "lumo_ev": 0.84, "symbols": ["C", "C", "N", "C", "N", "H", "H", "H", "H", "H", "H", "H", "H", "O", "H", "H"], "coordinates": [[1.0806, -0.0574, -1.7662], [0.0014, 0.3354, -0.7943], [0.3991, 1.1953, 0.2716], [-1.1535, -0.3324, -0.7566], [-2.2240, -0.0858, 0.1438], [2.0616, 0.1137, -1.3137], [1.0070, -1.0974, -2.0474], [1.0999, 0.5097, -2.6998], [1.1818, 1.7759, -0.0117], [-0.3306, 1.8540, 0.5171], [-1.3627, -1.0379, -1.5558], [-1.8894, 0.3912, 0.9828], [-2.6901, -0.9508, 0.3927], [1.4252, -0.9235, 2.3821], [0.7570, -0.4873, 1.8222], [1.9886, -1.4043, 1.7690]], "lowdin_charge": [-0.066, -0.412, 0.062, -0.195, 0.033, 0.073, 0.069, 0.074, 0.085, 0.081, 0.110, 0.064, 0.074, -0.078, -0.001, 0.025]}

---

{"formula": "C8H18N2S4", "method": "ωB97M-V/def2-TZVPD", "largest_force_ha_per_bohr": 0.109, "gap_ev": 8.629, "charge": 0, "homo_energy_ev": -8.257, "lumo_ev": 0.37, "symbols": ["C", "C", "C", "C", "C", "C", "C", "C", "H", "H", "H", "H", "H", "H", "H", "H", "H", "H", "H", "H", "H", "H", "H", "H", "H", "H", "N", "N", "S", "S", "S", "S"], "coordinates": [[-1.8705, -0.0995, -3.3449], [-1.2662, 0.1380, -1.9399], [2.1047, -1.1558, -0.8558], [0.9206, -1.5778, 0.0285], [0.7846, -1.5374, 1.4254], [-0.3966, -2.1784, 2.0211], [0.0477, 1.6013, 3.4798], [0.0767, 1.6763, 1.7307], [-1.8313, 0.9429, -5.1873], [-0.7303, 1.7597, -3.6140], [-1.2643, -0.9689, -3.8487], [-2.8495, -0.2999, -2.9547], [-1.9791, 0.8706, -1.6078], [-1.1647, -0.7516, -1.3482], [2.9926, -0.6465, -0.4936], [2.5890, -2.1891, -0.9503], [0.4300, -2.3816, -0.4612], [1.3666, -0.7115, 2.0074], [-1.4178, -2.6660, 1.3577], [-0.2596, -3.1363, 2.7855], [1.3564, 1.9810, 3.6430], [-0.8906, 2.4257, 4.1324], [-0.2049, 2.7237, 1.3626], [-0.6162, 0.9396, 1.2573], [1.6792, 0.9555, 0.4389], [2.3795, 2.3493, 1.4974], [-1.9299, 1.2157, -4.0368], [1.5860, 1.4010, 1.4763], [0.5220, 0.9023, -2.1362], [1.6016, -0.6688, -2.5667], [-1.5754, -0.7655, 2.6554], [-0.1903, -0.1484, 4.0468]], "lowdin_charge": [-0.434, -0.428, -0.550, -0.206, -0.240, -0.531, -0.557, -0.336, 0.124, 0.111, 0.123, 0.086, 0.070, 0.044, 0.068, 0.097, 0.080, 0.085, 0.129, 0.126, 0.140, 0.145, 0.095, 0.008, 0.037, 0.174, -0.128, -0.141, 0.446, 0.485, 0.461, 0.418]}

---

{"formula": "C24H26AuF5N4", "method": "ωB97M-V/def2-TZVPD", "largest_force_ha_per_bohr": 0.008, "gap_ev": 6.718, "charge": 0, "homo_energy_ev": -6.906, "lumo_ev": -0.19, "symbols": ["Au", "C", "C", "C", "N", "C", "C", "C", "C", "C", "C", "C", "N", "C", "C", "C", "N", "C", "C", "C", "C", "C", "C", "C", "N", "C", "C", "H", "H", "H", "H", "H", "H", "H", "H", "H", "H", "H", "H", "H", "H", "H", "H", "H", "H", "H", "H", "H", "H", "H", "H", "H", "H", "F", "C", "F", "C", "F", "F", "F"], "coordinates": [[-0.0280, -0.0324, -0.0389], [1.4480, 3.6979, -1.0107], [0.2798, 3.6043, -0.0234], [-1.0656, 3.2231, -0.6709], [-1.5257, 1.9562, -0.1436], [-2.7293, 1.5338, -0.2750], [-3.7645, 2.2376, -0.9961], [-5.1105, 2.2163, -0.8189], [-5.8788, 1.4811, 0.1122], [-5.4168, 0.4668, 0.9000], [-4.1496, -0.1472, 0.9590], [-2.9634, 0.1767, 0.3087], [-1.9222, -0.6750, 0.2688], [-1.9313, -1.9186, 1.0138], [-1.5722, -1.7285, 2.5083], [-0.9108, -0.3891, 2.8505], [0.2398, -0.1133, 2.0049], [1.3455, 0.4696, 2.4261], [1.4993, 0.9940, 3.7268], [2.6329, 1.3678, 4.4246], [3.9638, 1.3191, 4.0457], [4.4303, 0.9983, 2.7814], [3.7336, 0.7561, 1.6124], [2.3475, 0.6899, 1.3573], [1.8496, 0.7562, 0.1277], [2.6127, 1.3683, -0.9572], [1.8163, 2.4048, -1.7492], [2.3315, 4.0836, -0.4912], [1.1937, 4.4457, -1.7687], [0.1826, 4.5582, 0.4993], [0.5012, 2.8605, 0.7427], [-0.9374, 3.1166, -1.7560], [-1.8023, 4.0214, -0.5240], [-3.3900, 2.9179, -1.7517], [-5.6700, 2.8912, -1.4593], [-6.9313, 1.7239, 0.1811], [-6.1568, 0.0093, 1.5492], [-4.1131, -1.0253, 1.5884], [-1.1999, -2.5746, 0.5462], [-2.8992, -2.4140, 0.9097], [-0.9028, -2.5370, 2.8091], [-2.4632, -1.8109, 3.1346], [-0.6118, -0.4297, 3.8984], [-1.6358, 0.4262, 2.7456], [0.5701, 1.1152, 4.2667], [2.4436, 1.7227, 5.4322], [4.7022, 1.5665, 4.7971], [5.5095, 0.9704, 2.6734], [4.3508, 0.5775, 0.7422], [2.9834, 0.5973, -1.6353], [3.4776, 1.8768, -0.5275], [0.9215, 1.9515, -2.1723], [2.4461, 2.6685, -2.6035], [1.0844, -0.3697, -2.6354], [-0.1685, -0.3139, -2.0828], [-0.8329, 0.6858, -2.7416], [-0.8543, -1.6163, -2.5548], [-0.3559, -2.6743, -1.8960], [-0.6302, -1.8116, -3.8609], [-2.1721, -1.5864, -2.3744]], "lowdin_charge": [1.368, -0.195, -0.183, -0.221, 0.002, -0.248, -0.022, -0.091, -0.121, -0.098, -0.035, -0.219, -0.148, -0.231, -0.152, -0.211, -0.083, -0.226, -0.015, -0.080, -0.106, -0.079, -0.021, -0.226, -0.099, -0.215, -0.188, 0.110, 0.110, 0.105, 0.081, 0.113, 0.115, 0.101, 0.103, 0.091, 0.102, 0.084, 0.094, 0.112, 0.110, 0.105, 0.107, 0.124, 0.098, 0.108, 0.098, 0.108, 0.106, 0.113, 0.107, 0.069, 0.119, 0.029, -0.454, 0.039, -0.611, 0.130, 0.156, 0.158]}

---

Which formula does entry 4 have?
C24H26AuF5N4